[1]
C6H10 | the ωB97M-V functional and the def2-TZVPD basis

## Properties
LUMO level	1.04	eV
E_HOMO	-8.3101	eV
charge	0
Kohn-Sham gap	9.35	eV
energy above the lowest of the compared OMol25 structures with the same formula, charge and spin	69.77	kcal/mol
total energy	-6380.834	eV

XYZ file:
```
16
C6H10 | the OMol25 dataset | the ωB97M-V functional and the def2-TZVPD basis
H -1.79463 1.04658 -0.07511
C 0.04707 1.53143 1.05920
H -1.30659 -0.18272 1.09645
H 0.06446 2.50341 0.53794
H -0.03311 0.40837 -1.59943
H 1.38645 -0.48577 1.04523
H -1.48133 -1.63735 -1.40751
H -0.20581 1.75947 2.10015
H -0.45962 -2.22468 -0.08404
C 1.47766 1.08079 0.87800
C -0.04941 -0.17418 -0.66406
H 0.20754 -2.06315 -1.72007
C -0.46883 -1.60427 -0.98905
C 1.33840 -0.03418 -0.02174
H 2.20412 -0.47259 -0.52516
C -0.92638 0.54884 0.36920
```



[2]
C46H37BrF6IrN3O2P2S2 | the ωB97M-V functional and the def2-TZVPD basis

## Properties
LUMO level	-7.78	eV
E_HOMO	-12.0901	eV
charge	+2
Kohn-Sham gap	4.31	eV
energy above the lowest of the compared OMol25 structures with the same formula, charge and spin	36.32	kcal/mol
total energy	-186294.350	eV

XYZ file:
```
100
C46H37BrF6IrN3O2P2S2 | the OMol25 dataset | the ωB97M-V functional and the def2-TZVPD basis
C -0.94764 0.15579 7.86805
H -1.49925 0.70527 -7.01676
H 1.96146 -8.71135 5.48842
H -5.79674 0.80149 -4.88007
C -0.42896 -2.59665 0.27560
H -2.62596 -1.53281 5.46466
O -1.23738 -1.77390 -1.80377
C 1.45453 -7.40879 2.40158
H -0.52876 -1.08847 4.22906
H 2.45490 0.56277 5.85338
C 1.70777 0.13420 5.18100
Ir -0.38960 1.27090 -1.29363
C -3.18694 0.95987 -2.75128
N 0.45661 -3.17974 2.42610
C 2.36179 -2.26921 5.72631
C -3.19043 -0.11352 0.00044
C 2.06172 -8.04398 4.64345
C -0.01841 0.84744 -5.49380
C -3.16015 2.78610 -0.47551
C 2.35203 -6.35486 2.45348
H -1.06956 0.52127 8.87845
H 2.63713 -4.39248 5.82156
C -4.49207 0.93305 -3.16822
N 3.34915 -3.70949 3.97261
H -4.12406 -1.23444 -1.58160
H -4.88687 -3.04250 -0.09178
C -1.97654 -0.53376 7.24613
C -2.59648 3.91532 -1.07442
F 0.22489 0.68182 2.42401
C -4.11389 2.92847 0.52634
H -2.30302 0.74436 1.76905
H 4.59019 -4.83692 2.73055
C 0.24711 0.37067 7.19444
H -3.97317 0.69288 -6.51617
F 2.09535 1.96222 2.48946
H -4.34277 -2.97493 2.31679
H -0.14202 -5.01251 3.19045
C -0.22254 -4.32929 2.35292
H -2.90302 -0.71308 7.77464
H 1.39812 -3.88015 4.64966
S 4.20560 -2.28782 1.76136
C -0.60362 -1.56545 -0.80167
C 0.25029 0.93676 -4.10718
C -0.64040 -0.75482 5.25611
C 0.31854 -2.32619 1.41130
H 0.80870 0.83052 -6.19062
C -1.30201 0.77799 -5.95468
F 0.26940 2.53317 3.76878
C -2.87068 -0.07922 1.35912
C -4.49189 4.20008 0.93309
H -3.05194 -1.06755 3.24085
C 2.96049 -6.98892 4.69759
H -5.23606 4.31551 1.70938
N 2.25946 -1.17359 4.72777
C 1.30519 -8.24817 3.49804
H 0.79185 -1.35998 1.49653
H 1.28464 0.97095 -3.77831
C -1.81998 -0.99242 5.94338
H 3.57149 -6.84619 5.58233
C 3.10020 -6.13772 3.60603
P -2.59436 1.19477 -1.07791
C 0.40058 -0.07953 5.88990
C -3.74899 0.76489 -5.45904
S 3.20383 -0.41726 2.20521
C -2.39461 0.80806 -5.05030
H 4.79165 -5.11427 4.46640
C -3.90567 -1.18959 -0.52342
H -4.21374 6.30746 0.67458
F 0.85558 3.79301 1.92746
H 1.05492 0.90192 7.68403
C -0.77820 0.96735 -3.19750
C -4.32012 -2.21479 0.31385
H -2.53203 6.05371 -1.11959
H -5.30820 1.00376 -2.45876
H 0.60574 -9.07207 3.45345
C -1.10773 -3.80057 0.19003
C 2.77817 -1.38494 3.58054
C -1.01314 -4.66832 1.26433
C 2.37037 -3.64023 5.08342
H -1.87573 3.81102 -1.88248
C -4.01047 -2.17558 1.66620
H 2.47400 -5.70575 1.59247
C 3.41986 -2.67011 3.23540
C -3.91862 5.31917 0.34862
P 0.50291 2.28533 2.21368
Br -1.96947 -6.28978 1.26324
H -1.70864 -4.02333 -0.68197
C -2.97133 5.17952 -0.65913
H 1.49915 -2.18716 6.38416
F -1.03623 2.50613 1.86162
H 3.26709 -2.07530 6.30764
O -0.00514 -0.43470 -0.46592
F 0.79345 1.93329 0.58946
C -3.28492 -1.11082 2.18553
C -2.12122 0.90116 -3.67267
H 0.86116 -7.56941 1.51341
H -4.56308 2.05868 0.98673
H 1.61811 0.76817 4.30320
C -4.76865 0.82512 -4.54588
C 4.05660 -4.98368 3.67058
```



[3]
C6H12N2 | the ωB97M-V functional and the def2-TZVPD basis

## Properties
LUMO level	0.81	eV
E_HOMO	-8.6470	eV
SMILES string	Cc1c[nH]cn1.CC
charge	0
Kohn-Sham gap	9.46	eV
energy above the lowest of the compared OMol25 structures with the same formula, charge and spin	36.39	kcal/mol
total energy	-9395.272	eV

XYZ file:
```
20
C6H12N2 | the OMol25 dataset | the ωB97M-V functional and the def2-TZVPD basis
H 3.26223 2.01631 -1.18689
H -0.72592 -1.60081 -0.84478
C -1.89812 -0.65976 1.67053
C -1.79668 0.83479 1.97391
H -0.97448 -0.77665 -2.51712
C 0.86681 -0.06068 -1.40289
C 2.55808 1.29596 -1.21269
N 1.18995 1.27003 -1.41734
N 2.92047 0.05974 -0.77187
H -1.29076 -1.20423 2.40072
H -1.20859 0.17067 -1.07902
C -0.54863 -0.57075 -1.50273
H -2.33391 1.28057 2.81021
H -0.82005 1.23030 2.07070
H -1.62429 -0.88427 0.59685
H -2.10236 1.39177 1.06728
H -3.02249 -0.89299 1.66570
C 1.86959 -0.83678 -0.89720
H 1.75949 -1.85817 -0.82402
H 3.91965 -0.20506 -0.59938
```



[4]
C9H14O2P2 | the ωB97M-V functional and the def2-TZVPD basis

## Properties
LUMO level	0.89	eV
E_HOMO	-8.6432	eV
SMILES string	Cc1ccc(C(C)(OP)OP)cc1
charge	0
Kohn-Sham gap	9.53	eV
energy above the lowest of the compared OMol25 structures with the same formula, charge and spin	0.00	kcal/mol
total energy	-32230.910	eV

XYZ file:
```
27
C9H14O2P2 | the OMol25 dataset | the ωB97M-V functional and the def2-TZVPD basis
H 2.64773 0.48384 -1.70352
H -3.59735 -0.17743 3.01475
C 0.64084 -1.93176 -0.40305
C -0.18189 -1.09937 0.36335
O -1.36167 2.38140 0.33124
P -1.86000 2.15464 -1.24520
H 3.59206 -2.04928 -1.63579
H -1.44130 3.48097 -1.74301
H 2.59104 -2.15997 -2.99203
H 0.75799 1.99234 1.94849
C -0.99652 1.21563 1.03521
H 0.83213 1.83354 -0.72447
C 1.73739 -0.04334 -1.31075
C -0.21524 0.24316 0.17484
H -0.72313 -1.68421 1.09047
C 2.63514 -2.27672 -1.96637
H -3.14094 2.54476 -1.06988
H 0.02129 0.83841 3.02439
C 0.77784 0.72650 -0.69417
C 1.65831 -1.41311 -1.19493
P -3.43409 1.02413 2.35179
C -0.16352 1.69575 2.28525
H -0.64593 2.48772 2.94776
H 0.49306 -3.00160 -0.44591
O -2.12665 0.51453 1.33946
H -2.48089 1.37475 3.31124
H 2.45903 -3.32789 -1.75686
```



Question: The lowest E_HOMO belongs to which entry?
Answer: C46H37BrF6IrN3O2P2S2